Arrangement A

Entry from the OMol25 dataset: a 19-piece molecular cluster, H38O19 overall (the ωB97M-V functional and the def2-TZVPD basis).

Cartesian coordinates (Å):
O1 -12.99764 6.20576 15.99075
H1 -12.20711 6.74469 16.01986
H2 -13.62284 6.66635 16.55040
O2 -22.77478 7.24991 18.43548
H3 -23.72878 7.28144 18.36402
H4 -22.46687 7.22752 17.52943
O3 -20.77666 7.34553 20.42469
H5 -20.07167 7.98732 20.33907
H6 -21.27963 7.43205 19.61490
O4 -20.63007 3.29864 21.53299
H7 -21.32657 3.74543 21.05184
H8 -19.84354 3.81205 21.34857
O5 -14.43740 8.11368 19.70528
H9 -13.50067 7.91864 19.67852
H10 -14.48174 9.05748 19.85861
O6 -16.20228 7.16242 21.77077
H11 -15.59477 7.15434 21.03110
H12 -16.58598 8.03925 21.75661
O7 -19.83635 5.87984 16.91373
H13 -20.43081 5.20012 17.23125
H14 -20.41277 6.55267 16.55141
O8 -21.89546 7.51567 15.86701
H15 -22.46849 8.27013 15.73041
H16 -21.56141 7.30695 14.99461
O9 -20.56171 2.27875 16.78643
H17 -20.74647 3.16393 17.10039
H18 -20.48986 1.75193 17.58237
O10 -15.41216 7.69075 17.29120
H19 -16.10024 7.12857 17.64718
H20 -15.08074 8.17328 18.04853
O11 -17.88633 1.90910 15.69885
H21 -18.74511 2.12405 16.06289
H22 -17.32881 2.64628 15.94778
O12 -15.97584 4.15949 16.28118
H23 -16.47080 4.70536 16.89215
H24 -15.07770 4.18356 16.61129
O13 -15.29303 7.60403 14.20176
H25 -15.54643 6.68204 14.15774
H26 -14.84520 7.68991 15.04337
O14 -13.39227 2.87803 18.89129
H27 -14.27705 3.12560 19.15983
H28 -12.81842 3.45793 19.39193
O15 -17.48302 3.44910 23.14116
H29 -17.16606 3.85098 23.95003
H30 -17.62235 4.18559 22.54585
O16 -18.40824 5.54871 21.21598
H31 -17.60000 5.96772 21.51165
H32 -19.05556 6.25380 21.20931
O17 -15.38945 10.36462 16.43147
H33 -15.71404 9.47131 16.54500
H34 -16.05745 10.91622 16.83858
O18 -17.40938 5.55647 18.23929
H35 -17.50211 5.35838 19.17116
H36 -18.30390 5.71412 17.93728
O19 -21.64421 4.23565 18.28891
H37 -22.44727 4.18731 17.77027
H38 -21.90640 4.67731 19.09664

Output
* E_LUMO: -0.75 eV
* frontier orbital gap: 0.3256 Ha

Arrangement B

Entry from the OMol25 dataset: a 19-piece molecular cluster, H38O19 overall (the ωB97M-V functional and the def2-TZVPD basis).

Cartesian coordinates (Å):
O1 3.80649 -1.17545 1.99844
H1 4.26522 -1.66199 1.29606
H2 3.55563 -0.45401 1.38486
O2 -0.22717 3.03176 1.94264
H3 0.72256 2.89915 2.00525
H4 -0.75915 2.34865 1.53847
O3 -1.89075 2.23688 -3.30076
H5 -2.45871 1.47507 -3.13434
H6 -1.41437 2.34191 -2.46811
O4 -3.64466 -2.40235 1.09259
H7 -3.30150 -2.20238 1.98918
H8 -3.04448 -3.09081 0.77930
O5 1.02160 2.12298 -1.42247
H9 0.50616 2.94475 -1.42136
H10 0.76281 1.75501 -0.56579
O6 2.79057 2.58023 1.98338
H11 3.22191 3.44649 1.89851
H12 2.18525 2.77004 2.71532
O7 0.25080 -2.94429 1.06407
H13 0.71283 -2.29658 1.59371
H14 -0.36726 -3.46953 1.59026
O8 0.68293 -0.21392 2.14036
H15 0.43753 -0.44619 1.22691
H16 1.22088 -0.98421 2.37448
O9 4.47290 0.74710 -2.08287
H17 4.38447 1.72151 -2.12483
H18 3.86882 0.72494 -2.84827
O10 -2.33499 3.85320 0.49469
H19 -2.76431 4.36770 1.18091
H20 -2.69364 3.76769 -0.39397
O11 1.04376 -0.73160 -1.04128
H21 0.95381 -1.41546 -1.70352
H22 0.81126 0.17715 -1.22854
O12 0.70201 -2.76276 -3.41231
H23 0.70560 -3.41282 -2.69273
H24 -0.22201 -2.94125 -3.65232
O13 -1.53473 -1.58082 3.74646
H25 -1.13622 -1.30790 2.89006
H26 -1.73495 -2.44069 3.33727
O14 1.57971 -2.37912 3.32290
H27 2.09597 -2.21136 4.11822
H28 1.24668 -3.27639 3.44151
O15 -1.83461 0.77896 0.39780
H29 -2.26805 0.44692 1.19246
H30 -2.23745 1.64142 0.23281
O16 0.10437 -4.85592 -0.70330
H31 0.79666 -4.79244 -0.02851
H32 0.11653 -3.92721 -0.97644
O17 0.14666 4.77390 -0.59152
H33 -0.71437 4.93550 -0.99827
H34 -0.05858 4.64775 0.35207
O18 -3.42154 -0.49991 -2.04668
H35 -4.12448 -0.58695 -2.69260
H36 -3.28659 -1.20989 -1.41567
O19 -1.51766 -0.41204 -3.86677
H37 -0.55364 -0.35104 -3.82293
H38 -1.68962 -0.72507 -2.90879

Output
* E_LUMO: -0.39 eV
* frontier orbital gap: 0.3678 Ha

The energetic minimum among the shown structures is arrangement A; the next structure lies 2.723 eV above.